(1)
Computed, not measured: an isolated molecule of C3H5NO2, with ωB97M-V/def2-TZVPD.

Its spin multiplicity is 1. The HOMO energy is -10.34 eV. As for the structure (SMILES): [H]/N=C/O[C@@H]1CO1.

Cartesian coordinates (Å):
N 1.53 0.50 1.04
C 1.11 0.98 -0.05
O -0.56 -0.97 -1.12
C -0.98 -1.12 0.25
C -1.07 0.15 -0.46
O -0.21 1.23 -0.29
H 2.54 0.43 1.01
H 1.73 1.29 -0.90
H -0.18 -1.27 0.97
H -1.87 -1.73 0.38
H -2.02 0.53 -0.81



(2)
Computed, not measured: an isolated molecule of C3H5NO2 in a non-equilibrium geometry, with ωB97M-V/def2-TZVPD.

Its spin multiplicity is 1. The HOMO energy (alpha / beta) is -9.26 / -8.76 eV.

Cartesian coordinates (Å):
N 1.37 0.16 0.01
C 0.61 -0.74 -0.55
C -0.61 -1.00 0.22
O -1.17 0.21 0.71
C -0.54 1.26 0.30
O 0.90 -1.16 -1.65
H 2.10 0.53 -0.58
H -1.40 -1.46 -0.37
H -0.44 -1.59 1.12
H -1.19 2.10 0.06
H 0.37 1.69 0.71



(3)
Computed, not measured: an isolated molecule of C3H5NO2 in a non-equilibrium geometry, with ωB97M-V/def2-TZVPD.

Its spin multiplicity is 1. The HOMO energy is -10.06 eV. As for the structure (SMILES): NC(=O)CC=O.

Cartesian coordinates (Å):
N 1.26 0.88 1.26
C 0.68 0.60 0.05
O 0.96 1.24 -0.95
C -0.41 -0.49 0.04
C -1.26 -0.53 -1.18
O -1.63 -1.65 -1.46
H 1.18 0.23 2.03
H 2.08 1.47 1.23
H -1.01 -0.45 0.95
H -0.35 -1.62 -0.14
H -1.50 0.33 -1.83



Energy relative to the best compared isomer or geometry (same formula, charge and spin) (kJ/mol)
255.88, 526.62, 128.33